A cluster of 2 separate species, C2H8N3S in total. Source: the Open Molecules 2025 dataset; level of theory: wB97M-V/def2-TZVPD.

As for the net charge: +1. The value obtained for the HOMO energy is -0.524 Ha. The calculation puts the total energy at -643.11953 hartree. As for the energy relative to the best compared isomer or geometry (same formula, charge and spin): 51.5 kcal/mol. The value obtained for the LUMO energy is -3.914 eV. Its maximum force is 5.38 eV/A.

Geometry (Å):
C1 -1.708 -0.974 -0.236
C2 -1.506 0.233 0.526
N1 -0.630 0.990 1.008
N2 1.163 -0.285 -0.952
N3 1.731 0.279 0.251
S1 -3.133 0.131 0.181
H1 -1.468 -0.877 -1.221
H2 -1.681 -1.973 0.273
H3 0.349 0.715 0.957
H4 1.004 0.541 -1.434
H5 1.862 -0.818 -1.572
H6 2.130 -0.586 0.803
H7 -0.794 1.882 1.297
H8 2.681 0.743 0.120

---

The molecule C4H10N2O2. Source: the Open Molecules 2025 dataset; level of theory: wB97M-V/def2-TZVPD.

The value obtained for the HOMO energy is -0.334 Ha. The calculation puts the total energy at -418.35259 hartree. As for the energy relative to the best compared isomer or geometry (same formula, charge and spin): 68.0 kcal/mol. Its SMILES is CC(=O)N(C)NCO. The value obtained for the LUMO energy is 0.785 eV. Its maximum force is 3.67 eV/A.

Geometry (Å):
C1 0.110 2.175 -0.567
C2 -0.997 -0.751 -0.796
C3 0.018 -1.872 1.688
N1 0.171 -0.239 -0.115
N2 0.812 0.856 -0.743
C4 0.764 -0.758 0.995
O1 -0.444 2.309 -1.830
O2 1.759 -0.226 1.463
H1 0.260 1.609 -2.271
H2 1.746 0.876 -0.323
H3 0.879 2.936 -0.361
H4 -0.683 2.126 0.189
H5 -1.749 -1.072 -0.078
H6 -1.428 0.050 -1.393
H7 -0.733 -1.583 -1.455
H8 -0.129 -2.713 1.013
H9 0.602 -2.186 2.549
H10 -0.959 -1.535 2.033

---

The ion C9H12NO3 with charge -1. Source: the Open Molecules 2025 dataset; level of theory: wB97M-V/def2-TZVPD.

As for the net charge: -1. The value obtained for the HOMO energy is -0.096 Ha. The calculation puts the total energy at -630.57452 hartree. As for the energy relative to the best compared isomer or geometry (same formula, charge and spin): 42.5 kcal/mol. The value obtained for the LUMO energy is 3.569 eV. Its maximum force is 5.06 eV/A.

Geometry (Å):
C1 2.541 -1.647 0.108
C2 3.041 -0.444 0.218
C3 1.112 -2.058 -0.081
C4 -2.011 -0.499 0.896
C5 -1.154 0.796 0.942
C6 -1.250 -1.466 0.009
C7 0.370 0.187 0.718
C8 1.335 1.043 -0.190
C9 1.017 1.110 -1.651
N1 0.176 -1.147 0.272
O1 4.016 0.244 0.452
O2 0.880 -3.225 -0.410
O3 1.945 2.125 0.414
H1 3.288 -2.413 0.492
H2 -2.016 -0.890 1.921
H3 -3.147 -0.400 0.799
H4 -1.377 1.389 0.109
H5 -1.303 1.526 1.758
H6 -1.399 -2.587 0.172
H7 -1.447 -1.250 -0.976
H8 0.822 0.072 1.666
H9 -0.037 1.530 -1.923
H10 0.983 0.216 -2.177
H11 1.875 1.711 -1.943
H12 2.785 1.785 0.842